[1]
Density functional theory data (the ωB97M-V functional and the def2-TZVPD basis) for a single C5H8N2 molecule at a distorted geometry.

The geometry in XYZ format:
```
15
Properties=species:S:1:pos:R:3:lowdin_charge:R:1
N 2.19 -0.89 0.43 0.03
N 0.02 -1.31 0.28 0.11
C 1.18 -1.77 0.67 -0.21
C -0.84 0.83 -0.69 -0.21
C -2.06 0.92 0.23 -0.11
C 1.57 0.26 -0.06 -0.06
C 0.25 -0.04 -0.19 -0.33
H -1.21 0.41 -1.63 0.11
H -1.83 1.06 1.28 0.07
H -2.70 1.73 -0.11 0.06
H 2.25 0.99 -0.46 0.11
H 3.08 -1.23 0.13 0.14
H -0.54 1.84 -0.97 0.11
H -2.67 0.01 0.20 0.07
H 1.32 -2.82 0.90 0.11
```

**Kohn-Sham gap**: 0.35446 Ha
**Relative energy (zero: lowest compared OMol25 entry of this formula, charge and spin)**: 28.8 kJ/mol
**SMILES**: CCc1c[nH]cn1
**Strongest force on any atom**: 1.60 eV/A
**Highest occupied orbital energy**: -8.7 eV
**Charge**: 0

[2]
Density functional theory data (the ωB97M-V functional and the def2-TZVPD basis) for a single C5H8N2 molecule.

The geometry in XYZ format:
```
15
Properties=species:S:1:pos:R:3:lowdin_charge:R:1
N 0.88 1.93 -0.06 0.19
N -1.48 0.26 -0.07 -0.01
C 0.96 1.52 1.11 -0.08
C 2.21 -0.28 -0.21 -0.05
C -0.36 -0.32 -0.08 -0.14
C -2.65 -0.53 -0.38 -0.14
C 0.92 0.42 0.17 -0.45
H 2.79 -0.57 0.68 0.08
H 2.02 -1.18 -0.80 0.07
H -0.26 -1.39 -0.30 0.12
H 2.84 0.39 -0.80 0.08
H -3.38 -0.43 0.44 0.07
H 1.07 1.91 2.12 0.12
H -2.43 -1.60 -0.55 0.07
H -3.13 -0.13 -1.28 0.08
```

**Kohn-Sham gap**: 0.38817 Ha
**Relative energy (zero: lowest compared OMol25 entry of this formula, charge and spin)**: 261.1 kJ/mol
**SMILES**: C/N=C/[C@]1(C)C=N1
**Strongest force on any atom**: 0.53 eV/A
**Highest occupied orbital energy**: -9.5 eV
**Charge**: 0

[3]
Density functional theory data (the ωB97M-V functional and the def2-TZVPD basis) for a single C5H8N2 molecule at a distorted geometry.

The geometry in XYZ format:
```
15
Properties=species:S:1:pos:R:3:lowdin_charge:R:1
N 1.67 -0.14 -0.44 0.05
N -2.06 0.44 2.31 0.14
C -0.76 -0.19 -1.29 -0.02
C -1.19 0.81 1.64 -0.22
C 0.24 0.02 -0.18 -0.55
C -0.08 1.18 0.75 -0.12
C 0.97 -1.13 0.39 -0.11
H -0.36 2.08 0.19 0.13
H -0.53 -1.09 -1.87 0.08
H 1.82 -0.51 -1.38 0.09
H 0.75 -2.12 -0.02 0.11
H 0.80 1.42 1.35 0.13
H -1.77 -0.30 -0.88 0.09
H 1.25 -1.12 1.44 0.11
H -0.76 0.66 -1.98 0.09
```

**Kohn-Sham gap**: 0.39951 Ha
**Relative energy (zero: lowest compared OMol25 entry of this formula, charge and spin)**: 118.9 kJ/mol
**SMILES**: C[C@@]1(CC#N)CN1
**Strongest force on any atom**: 1.12 eV/A
**Highest occupied orbital energy**: -10.0 eV
**Charge**: 0

[4]
Density functional theory data (the ωB97M-V functional and the def2-TZVPD basis) for a single C5H8N2 molecule.

The geometry in XYZ format:
```
15
Properties=species:S:1:pos:R:3:lowdin_charge:R:1
N -1.18 0.05 0.01 -0.23
N -0.88 1.30 0.39 0.06
C 2.49 -0.23 0.02 -0.06
C 1.03 0.09 0.13 -0.27
C 0.44 1.33 0.48 -0.13
C -2.55 -0.30 -0.24 -0.03
C -0.06 -0.70 -0.15 -0.05
H -2.95 -0.98 0.53 0.09
H 0.94 2.25 0.77 0.11
H 2.88 -0.74 0.91 0.07
H -0.13 -1.74 -0.44 0.13
H -3.13 0.62 -0.22 0.08
H 2.70 -0.87 -0.85 0.07
H -2.67 -0.76 -1.22 0.08
H 3.07 0.68 -0.12 0.07
```

**Kohn-Sham gap**: 0.36249 Ha
**Relative energy (zero: lowest compared OMol25 entry of this formula, charge and spin)**: 55.8 kJ/mol
**SMILES**: Cc1cnn(C)c1
**Strongest force on any atom**: 0.21 eV/A
**Highest occupied orbital energy**: -8.9 eV
**Charge**: 0

[5]
Density functional theory data (the ωB97M-V functional and the def2-TZVPD basis) for a single C5H8N2 molecule at a distorted geometry.

The geometry in XYZ format:
```
15
Properties=species:S:1:pos:R:3:lowdin_charge:R:1
N -1.71 -2.23 -0.77 0.15
N -1.29 0.84 0.87 0.00
C -0.61 -0.47 0.87 -0.29
C -1.20 -1.46 -0.06 -0.18
C 0.61 0.28 0.28 -0.31
C -0.45 1.24 -0.28 -0.16
C 1.65 -0.38 -0.59 -0.06
H -0.18 2.30 -0.35 0.11
H -0.84 0.89 -1.25 0.12
H -2.30 0.85 0.78 0.11
H 1.15 -0.89 -1.41 0.07
H 2.25 -1.14 -0.06 0.08
H -0.45 -0.96 1.84 0.14
H 1.01 0.80 1.16 0.14
H 2.35 0.33 -1.03 0.08
```

**Kohn-Sham gap**: 0.40120 Ha
**Relative energy (zero: lowest compared OMol25 entry of this formula, charge and spin)**: 136.9 kJ/mol
**SMILES**: C[C@H]1CN[C@H]1C#N
**Strongest force on any atom**: 1.05 eV/A
**Highest occupied orbital energy**: -9.9 eV
**Charge**: 0

[6]
Density functional theory data (the ωB97M-V functional and the def2-TZVPD basis) for a single C5H8N2 molecule at a distorted geometry.

The geometry in XYZ format:
```
15
Properties=species:S:1:pos:R:3:lowdin_charge:R:1
N 0.74 0.53 -1.84 0.18
N 0.54 0.07 0.44 -0.15
C -1.43 0.63 -0.57 0.00
C 0.01 0.44 -0.71 -0.34
C 1.62 -0.92 0.68 -0.14
C -1.75 0.27 0.69 -0.02
C -0.51 -0.11 1.42 -0.16
H 0.28 0.45 -2.73 0.11
H -2.74 0.31 1.13 0.11
H 1.66 0.11 -1.76 0.10
H -0.35 0.48 2.33 0.14
H -2.10 0.95 -1.37 0.11
H 2.59 -0.44 0.80 -0.03
H -0.15 -1.14 1.67 0.12
H 1.60 -1.63 -0.17 -0.01
```

**Kohn-Sham gap**: 0.24028 Ha
**Relative energy (zero: lowest compared OMol25 entry of this formula, charge and spin)**: 344.9 kJ/mol
**Strongest force on any atom**: 1.48 eV/A
**Highest occupied orbital energy**: -6.1 eV
**Charge**: 0

[7]
Density functional theory data (the ωB97M-V functional and the def2-TZVPD basis) for a single C5H8N2 molecule at a distorted geometry.

The geometry in XYZ format:
```
15
Properties=species:S:1:pos:R:3:lowdin_charge:R:1
N 3.12 0.73 0.98 0.13
N -0.79 -1.45 -0.30 0.05
C -0.45 -0.99 1.04 -0.12
C -1.10 1.11 -0.29 -0.03
C -0.22 -0.11 -0.12 -0.52
C 1.20 0.03 -0.70 -0.11
C 2.30 0.44 0.22 -0.20
H 1.43 -0.96 -1.12 0.12
H 0.39 -1.48 1.53 0.11
H 1.14 0.74 -1.54 0.12
H -1.26 -0.70 1.72 0.11
H -1.80 -1.41 -0.46 0.10
H -1.25 1.39 -1.34 0.08
H -2.09 0.96 0.15 0.08
H -0.64 1.96 0.22 0.09
```

**Kohn-Sham gap**: 0.39816 Ha
**Relative energy (zero: lowest compared OMol25 entry of this formula, charge and spin)**: 132.3 kJ/mol
**SMILES**: C[C@@]1(CC#N)CN1
**Strongest force on any atom**: 1.56 eV/A
**Highest occupied orbital energy**: -10.0 eV
**Charge**: 0

[8]
Density functional theory data (the ωB97M-V functional and the def2-TZVPD basis) for a single C5H8N2 molecule at a distorted geometry.

The geometry in XYZ format:
```
15
Properties=species:S:1:pos:R:3:lowdin_charge:R:1
N -0.15 -0.55 0.21 -0.12
N -1.30 1.30 -0.70 0.09
C -1.37 -1.28 0.47 -0.03
C 1.13 -0.87 0.58 -0.11
C 1.99 0.09 0.09 -0.11
C -0.09 0.59 -0.54 -0.40
C 1.21 1.04 -0.61 -0.07
H -1.24 1.90 -1.53 0.09
H 1.32 -1.76 1.17 0.11
H -1.11 -2.30 0.76 0.09
H 1.52 1.98 -1.04 0.10
H 3.06 0.12 0.21 0.09
H -1.98 -0.82 1.26 0.09
H -1.01 1.85 0.12 0.10
H -1.98 -1.29 -0.44 0.09
```

**Kohn-Sham gap**: 0.32511 Ha
**Relative energy (zero: lowest compared OMol25 entry of this formula, charge and spin)**: 94.3 kJ/mol
**SMILES**: Cn1cccc1N
**Strongest force on any atom**: 2.21 eV/A
**Highest occupied orbital energy**: -7.8 eV
**Charge**: 0

[9]
Density functional theory data (the ωB97M-V functional and the def2-TZVPD basis) for a molecular structure, C5H8N2 at a distorted geometry.

The geometry in XYZ format:
```
15
Properties=species:S:1:pos:R:3:lowdin_charge:R:1
N 0.16 0.22 0.45 -0.15
N 0.65 2.10 1.35 -0.02
C -1.02 0.87 0.44 -0.11
C 0.33 -1.25 -0.19 -0.13
C -0.21 -1.32 -1.51 -0.10
C 1.17 0.87 0.94 -0.21
C -0.66 2.15 1.08 -0.19
H 2.52 0.40 0.90 0.22
H -1.39 -0.96 -1.54 0.15
H -2.11 0.53 0.14 0.14
H 1.65 -1.39 -0.13 0.18
H -0.15 -2.22 -2.01 0.07
H -1.38 2.83 1.73 0.13
H 0.16 -1.92 0.52 0.05
H 0.27 -0.90 -2.16 -0.02
```

**Kohn-Sham gap**: 0.33358 Ha
**Relative energy (zero: lowest compared OMol25 entry of this formula, charge and spin)**: 508.5 kJ/mol
**Strongest force on any atom**: 10.06 eV/A
**Highest occupied orbital energy**: -8.3 eV
**Charge**: 0

[10]
Density functional theory data (the ωB97M-V functional and the def2-TZVPD basis) for a molecular structure, C5H8N2O at a distorted geometry.

The geometry in XYZ format:
```
16
Properties=species:S:1:pos:R:3:lowdin_charge:R:1
O -2.94 -0.27 0.46 -0.10
N -0.63 -0.60 0.09 -0.08
N 0.36 -1.69 -0.31 -0.07
C -0.45 1.89 -0.08 -0.10
C 1.49 0.29 0.05 -0.13
C -2.10 -1.03 -0.24 -0.10
C 1.52 -1.09 0.48 -0.28
C 0.21 0.64 -0.17 -0.43
H 0.85 -1.19 -1.37 0.19
H 0.98 -1.24 1.57 0.16
H 2.49 -1.90 0.31 0.17
H -1.37 2.12 -0.84 0.10
H 0.63 2.65 -0.60 0.17
H -2.39 -2.13 -0.76 0.18
H -0.78 2.31 1.17 0.18
H 2.13 1.26 0.24 0.15
```

**Kohn-Sham gap**: 0.34326 Ha
**Relative energy (zero: lowest compared OMol25 entry of this formula, charge and spin)**: 825.8 kJ/mol
**Strongest force on any atom**: 7.85 eV/A
**Highest occupied orbital energy**: -9.1 eV
**Charge**: 0

[11]
Density functional theory data (the ωB97M-V functional and the def2-TZVPD basis) for a single C5H8N2O molecule at a distorted geometry.

The geometry in XYZ format:
```
16
Properties=species:S:1:pos:R:3:lowdin_charge:R:1
O 1.93 -0.76 -1.25 -0.10
N 1.08 0.74 0.37 -0.09
N 0.76 0.83 1.71 0.00
C -0.95 0.19 -1.08 0.01
C -1.21 -1.46 0.67 0.11
C -1.40 0.88 -2.08 0.06
C -0.52 -0.83 -0.31 -0.22
C 1.23 -0.69 -0.22 -0.51
H -1.72 0.38 -2.99 0.09
H -0.79 -2.33 1.16 0.07
H 1.82 1.36 0.02 0.13
H -2.13 -1.07 1.08 0.08
H 1.46 0.41 2.32 0.08
H 0.55 1.77 2.00 0.08
H 1.43 -1.39 0.63 0.12
H -1.53 1.96 -2.03 0.08
```

**Kohn-Sham gap (alpha / beta)**: 0.23628 / 0.23652 Ha
**Relative energy (zero: lowest compared OMol25 entry of this formula, charge and spin)**: 686.6 kJ/mol
**Strongest force on any atom**: 1.11 eV/A
**Highest occupied orbital energy (alpha / beta)**: -7.9 / -7.9 eV
**Charge**: 0

[12]
Density functional theory data (the ωB97M-V functional and the def2-TZVPD basis) for a single C5H8N2O molecule at a distorted geometry.

The geometry in XYZ format:
```
16
Properties=species:S:1:pos:R:3:lowdin_charge:R:1
O 3.18 1.28 -0.52 0.16
N 1.35 0.15 0.39 0.21
N -1.03 0.20 -0.23 -0.09
C 0.12 -0.52 0.23 -0.52
C 2.24 0.71 -0.17 -0.32
C -0.95 -0.14 1.17 -0.07
C 0.27 -1.95 -0.26 0.00
C -0.93 1.58 -0.63 -0.09
H -0.74 0.65 1.88 0.12
H 0.80 -1.96 -1.21 0.08
H -0.27 2.18 0.01 0.08
H -1.66 -0.88 1.52 0.11
H -0.56 1.62 -1.65 0.09
H 0.83 -2.53 0.47 0.08
H -1.93 2.01 -0.60 0.08
H -0.71 -2.38 -0.39 0.08
```

**Kohn-Sham gap**: 0.36431 Ha
**Relative energy (zero: lowest compared OMol25 entry of this formula, charge and spin)**: 141.8 kJ/mol
**SMILES**: CN1C[C@]1(C)N=C=O
**Strongest force on any atom**: 1.28 eV/A
**Highest occupied orbital energy**: -9.1 eV
**Charge**: 0

[13]
Density functional theory data (the ωB97M-V functional and the def2-TZVPD basis) for a single C5H8N2O molecule at a distorted geometry.

The geometry in XYZ format:
```
16
Properties=species:S:1:pos:R:3:lowdin_charge:R:1
O -2.65 -0.66 -0.07 -0.12
N -1.49 -1.38 -0.23 0.10
N 2.45 0.54 -0.28 0.08
C -0.48 -0.65 0.03 -0.35
C 0.78 -1.30 0.22 -0.06
C -2.26 0.66 -0.22 -0.23
C 1.98 -0.68 0.02 -0.22
C -0.90 0.72 0.43 -0.10
H -0.25 1.55 0.15 0.10
H 2.87 -1.31 -0.06 0.11
H -3.15 1.32 0.10 0.15
H 0.82 -2.40 0.15 0.11
H -2.14 0.83 -1.27 0.11
H 3.46 0.72 -0.33 0.12
H 1.84 1.28 -0.16 0.05
H -0.90 0.75 1.53 0.13
```

**Kohn-Sham gap**: 0.31540 Ha
**Relative energy (zero: lowest compared OMol25 entry of this formula, charge and spin)**: 304.3 kJ/mol
**SMILES**: N/C=C\C1=NOCC1
**Strongest force on any atom**: 3.01 eV/A
**Highest occupied orbital energy**: -7.9 eV
**Charge**: 0

[14]
Density functional theory data (the ωB97M-V functional and the def2-TZVPD basis) for a molecular structure, C5H8N2O at a distorted geometry.

The geometry in XYZ format:
```
16
Properties=species:S:1:pos:R:3:lowdin_charge:R:1
O -0.72 -1.12 0.11 0.05
N -0.68 1.16 -0.15 0.12
N -2.73 0.01 -0.01 0.16
C 0.58 -0.63 -0.29 -0.33
C 2.10 0.73 -0.16 -0.07
C 2.02 -0.84 0.15 -0.09
C 0.60 0.72 0.28 -0.30
C -1.49 0.03 0.01 -0.51
H 0.61 0.60 1.40 0.17
H 2.06 -0.98 1.27 0.12
H -1.10 1.96 0.23 0.13
H 2.35 0.84 -1.23 0.12
H 2.63 1.38 0.54 0.10
H -3.17 -0.88 -0.08 0.05
H 0.65 -0.62 -1.42 0.18
H 2.72 -1.55 -0.39 0.12
```

**Kohn-Sham gap**: 0.37568 Ha
**Relative energy (zero: lowest compared OMol25 entry of this formula, charge and spin)**: 258.6 kJ/mol
**Strongest force on any atom**: 1.82 eV/A
**Highest occupied orbital energy**: -9.2 eV
**Charge**: 0

[15]
Density functional theory data (the ωB97M-V functional and the def2-TZVPD basis) for 2 unconnected molecules or ions with the total composition C5H8N2O at a distorted geometry.

The geometry in XYZ format:
```
16
Properties=species:S:1:pos:R:3:lowdin_charge:R:1
O -1.53 -0.87 -1.69 -0.06
N 1.01 -1.37 0.63 0.06
N 0.36 -0.21 1.24 -0.15
C 1.30 0.82 0.73 -0.20
C 0.14 -1.87 -0.21 -0.08
C 0.17 1.49 -0.32 -0.11
C -1.11 -1.00 -0.45 -0.48
C -0.68 0.36 0.37 -0.29
H 0.45 1.34 -1.47 0.11
H 0.01 2.69 0.08 0.17
H 2.45 0.39 0.61 0.15
H 1.38 1.63 1.73 0.14
H 0.31 -2.81 -0.58 0.08
H -1.97 -1.62 0.29 0.20
H -1.70 0.94 0.82 0.19
H -0.58 0.09 -1.78 0.27
```

**Kohn-Sham gap**: 0.34493 Ha
**Relative energy (zero: lowest compared OMol25 entry of this formula, charge and spin)**: 807.6 kJ/mol
**Strongest force on any atom**: 6.50 eV/A
**Highest occupied orbital energy**: -9.2 eV
**Charge**: 0

[16]
Density functional theory data (the ωB97M-V functional and the def2-TZVPD basis) for a single C5H8N2O molecule at a distorted geometry.

The geometry in XYZ format:
```
16
Properties=species:S:1:pos:R:3:lowdin_charge:R:1
O 1.10 -0.40 0.67 0.02
N 0.27 -2.13 -0.68 0.12
N -2.15 -1.42 1.81 0.17
C -1.21 -1.26 1.16 -0.13
C 0.40 0.87 -1.42 -0.02
C -0.11 -1.04 0.24 -0.42
C -0.19 1.58 0.95 -0.01
C 0.17 0.46 0.00 -0.46
H 1.29 -2.22 -0.60 0.10
H -0.44 1.51 -1.74 0.09
H 0.41 0.03 -2.12 0.08
H -0.07 -3.02 -0.32 0.08
H -0.30 1.22 1.98 0.09
H 0.62 2.32 0.95 0.10
H 1.32 1.44 -1.54 0.09
H -1.12 2.07 0.65 0.09
```

**Kohn-Sham gap**: 0.39551 Ha
**Relative energy (zero: lowest compared OMol25 entry of this formula, charge and spin)**: 196.8 kJ/mol
**SMILES**: CC1(C)O[C@@]1(N)C#N
**Strongest force on any atom**: 1.84 eV/A
**Highest occupied orbital energy**: -9.9 eV
**Charge**: 0